# 1
{
  "formula": "C3H3N3",
  "method": "the ωB97M-V functional and the def2-TZVPD basis",
  "molar_mass_g_mol": 81.1,
  "charge": 0,
  "energy_ha": -280.19727,
  "e_above_lowest_kj_mol": 481.8,
  "orbital_gap_ev": 8.30,
  "largest_force_ev_per_a": 3.8,
  "symbols": ["C", "C", "C", "N", "N", "N", "H", "H", "H"],
  "positions_angstrom": [[0.714, -0.176, -1.052], [0.932, -0.774, 0.093], [-1.310, 2.106, 0.102], [-0.082, 0.792, -1.483], [-0.757, 1.484, -0.748], [1.460, -1.157, 1.126], [1.171, -0.855, -1.806], [-2.160, 1.894, 0.639], [1.140, -2.039, 1.633]],
  "lowdin_charge": [-0.197, -0.191, 0.106, 0.007, -0.094, 0.125, 0.123, 0.020, 0.100]
}

=====

# 2
{
  "formula": "C14H12CoN2O4Se",
  "method": "the ωB97M-V functional and the def2-TZVPD basis",
  "molar_mass_g_mol": 410.2,
  "charge": 3,
  "energy_ha": -4734.04840,
  "e_above_lowest_kj_mol": 182.1,
  "orbital_gap_ev": [6.28, 5.22],
  "spin_multiplicity": 5,
  "largest_force_ev_per_a": 6.5,
  "symbols": ["Co", "C", "O", "C", "O", "C", "O", "C", "O", "C", "H", "H", "C", "H", "H", "C", "N", "C", "Se", "N", "C", "C", "C", "C", "C", "C", "H", "H", "H", "H", "H", "H", "H", "H"],
  "positions_angstrom": [[1.870, 0.806, -1.635], [0.257, 0.172, -1.937], [-0.816, -0.232, -2.112], [2.511, 1.225, -3.271], [2.889, 1.469, -4.332], [2.575, -0.822, -1.445], [3.083, -1.853, -1.320], [1.057, 2.266, -1.053], [0.517, 3.212, -0.655], [3.508, 1.455, 0.725], [3.440, 2.442, 1.205], [4.358, 0.868, 1.115], [3.462, 1.509, -0.788], [4.340, 0.966, -1.189], [3.594, 2.563, -1.104], [0.201, -2.306, 0.707], [-0.591, -1.124, 0.994], [-0.075, 0.121, 1.171], [1.801, 0.360, 1.501], [-1.156, 0.954, 1.304], [-2.350, 0.226, 1.265], [-3.674, 0.649, 1.173], [-4.622, -0.338, 0.858], [-4.247, -1.675, 0.634], [-2.910, -2.087, 0.737], [-1.989, -1.094, 1.064], [-0.448, -3.180, 0.768], [1.012, -2.383, 1.434], [0.645, -2.253, -0.292], [-1.090, 1.962, 1.421], [-3.906, 1.696, 1.344], [-5.671, -0.062, 0.776], [-5.012, -2.408, 0.371], [-2.562, -3.105, 0.565]],
  "lowdin_charge": [0.072, -0.083, 0.234, 0.003, 0.281, -0.075, 0.264, -0.089, 0.249, -0.324, 0.097, 0.094, -0.286, 0.106, 0.107, 0.032, -0.039, -0.496, 1.282, 0.197, -0.119, 0.162, 0.074, 0.060, 0.154, -0.100, 0.116, 0.109, 0.092, 0.190, 0.166, 0.156, 0.155, 0.157]
}

=====

# 3
{
  "formula": "CHClN4OP",
  "method": "the ωB97M-V functional and the def2-TZVPD basis",
  "molar_mass_g_mol": 151.5,
  "charge": -1,
  "energy_ha": -1134.58700,
  "e_above_lowest_kj_mol": 56.7,
  "orbital_gap_ev": 8.32,
  "largest_force_ev_per_a": 4.8,
  "symbols": ["C", "N", "N", "N", "N", "O", "P", "Cl", "H"],
  "positions_angstrom": [[0.001, -0.414, 0.435], [1.669, -1.653, 0.561], [0.376, -1.583, 0.781], [1.232, 0.358, 0.004], [2.153, -0.514, 0.105], [-1.035, 1.860, -0.052], [-1.636, 0.387, 0.322], [-2.406, -0.098, -1.459], [-0.353, 1.658, -0.698]],
  "lowdin_charge": [-0.617, -0.167, -0.092, -0.074, -0.177, -0.430, 0.405, 0.163, -0.012]
}

=====

# 4
{
  "formula": "H18KrO9",
  "method": "the ωB97M-V functional and the def2-TZVPD basis",
  "molar_mass_g_mol": 245.9,
  "charge": 0,
  "energy_ha": -3441.54433,
  "e_above_lowest_kj_mol": 96.3,
  "orbital_gap_ev": 9.17,
  "largest_force_ev_per_a": 0.8,
  "symbols": ["Kr", "O", "H", "H", "O", "H", "H", "O", "H", "H", "O", "H", "H", "O", "H", "H", "O", "H", "H", "O", "H", "H", "O", "H", "H", "O", "H", "H"],
  "positions_angstrom": [[-2.226, -10.679, -9.809], [-4.122, -6.678, -10.618], [-3.201, -6.929, -10.552], [-4.137, -5.995, -11.289], [1.439, -11.046, -9.915], [0.954, -11.395, -10.663], [1.836, -10.238, -10.242], [0.676, -12.756, -7.953], [0.053, -13.204, -8.525], [1.101, -12.112, -8.520], [-0.975, -14.681, -9.436], [-1.410, -14.420, -10.248], [-1.670, -14.671, -8.778], [-5.972, -11.175, -11.226], [-5.298, -11.500, -11.823], [-5.902, -11.739, -10.456], [-3.221, -14.142, -7.895], [-3.331, -14.976, -7.438], [-3.503, -13.482, -7.262], [-0.281, -8.450, -11.816], [-0.519, -7.806, -11.148], [-0.822, -8.222, -12.572], [0.002, -11.626, -12.290], [-0.590, -10.915, -12.045], [-0.530, -12.205, -12.835], [-2.484, -13.958, -11.705], [-3.099, -13.422, -12.205], [-2.237, -14.663, -12.304]],
  "lowdin_charge": [0.198, -0.047, 0.010, 0.030, -0.058, -0.008, 0.052, -0.085, -0.030, -0.033, -0.058, -0.017, -0.011, -0.054, 0.012, 0.028, -0.042, 0.054, 0.054, -0.059, 0.030, 0.040, -0.062, -0.039, 0.038, -0.046, 0.043, 0.060]
}